Record 1
ORCA calculation (ωB97M-V/def2-TZVPD) on a 9-piece molecular cluster, C7H30O9 overall in a non-equilibrium geometry.

Highest occupied orbital energy (alpha / beta) in hartree: -0.485 / -0.485
Gap between HOMO and LUMO (alpha / beta) in eV: 8.645 / 4.530

Structure (ORCA input):
```
! RIJCOSX wB97M-V def2-TZVPD def2/J DEFGRID3
* xyz 1 2
O -3.16 -3.89 0.98
C -1.19 0.52 -0.25
H -0.71 -0.23 -2.94
H -0.43 3.53 2.48
H -3.05 -4.21 0.06
H -0.20 1.32 2.95
H 1.34 2.94 -2.39
H 0.80 1.18 1.57
H -1.02 -0.54 1.58
C -0.20 1.46 1.87
C -1.22 0.49 1.23
H 2.87 0.19 0.65
C -0.49 2.94 1.56
H -1.48 3.07 1.09
O 0.45 3.48 0.65
H 2.76 3.26 -2.86
O 2.23 2.53 -2.51
H -1.59 -3.81 -1.85
H 0.37 1.12 -2.56
H 0.89 0.06 -0.31
H 1.78 -3.26 2.72
H 3.36 2.27 0.35
C -2.19 1.13 -0.97
H -0.03 3.59 -1.02
H 2.47 1.96 -0.89
H -1.47 -4.27 1.36
C -0.03 -0.17 -0.88
O 2.53 1.86 0.10
H -2.21 0.74 1.62
H 0.64 -3.37 1.67
H -3.26 -2.93 0.88
H 2.55 -1.25 1.34
O 3.23 -0.65 0.99
O -1.82 -4.58 -1.31
O -0.55 -4.57 1.14
O -0.23 3.53 -1.99
H -3.04 1.61 -0.48
H 1.23 2.88 0.53
H -2.26 1.22 -2.05
H 1.05 -0.46 -2.73
C 0.17 0.07 -2.38
O 1.23 -2.73 2.12
H -0.89 2.83 -2.06
H -0.13 -1.24 -0.66
H -1.14 -4.67 -0.62
H -0.48 -5.49 1.44
*
```

Atom charges from the Mulliken analysis, given in e for atoms 1 to 6: O -0.733; C 1.147; H 0.393; H 0.269; H 0.425; H 0.430

Record 2
ORCA calculation (ωB97M-V/def2-TZVPD) on a 2-piece molecular cluster, C5H7ClSi overall in a non-equilibrium geometry.

Highest occupied orbital energy (alpha / beta) in hartree: -0.343 / -0.343
Gap between HOMO and LUMO (alpha / beta) in eV: 9.668 / 9.668

Structure (ORCA input):
```
! RIJCOSX wB97M-V def2-TZVPD def2/J DEFGRID3
* xyz 0 1
C -0.28 2.01 -0.18
H -1.19 -0.33 -2.35
Si -0.36 0.15 0.05
C 0.60 -0.51 1.51
H 0.66 0.29 2.17
C -0.43 3.13 -0.60
H 1.25 -2.31 0.59
C 1.25 -1.65 1.45
H -0.95 4.10 -0.58
C -0.33 -0.66 -1.66
Cl 2.07 -2.29 2.86
H -0.55 -1.74 -1.79
H -2.24 0.18 0.76
H 0.50 -0.37 -2.24
*
```

Atom charges from the Mulliken analysis, given in e for atoms 1 to 6: C -0.668; H 0.311; Si 0.321; C -0.377; H 0.362; C 0.262

Record 3
ORCA calculation (ωB97M-V/def2-TZVPD) on one molecule with the formula C4H10N2O in a non-equilibrium geometry.

SMILES: [H]/N=C(/C)[C@H](C)NO
Highest occupied orbital energy in hartree: -0.327
Gap between HOMO and LUMO in eV: 9.826

Structure (ORCA input):
```
! RIJCOSX wB97M-V def2-TZVPD def2/J DEFGRID3
* xyz 0 1
H 1.49 -1.72 0.56
H -0.36 2.42 0.75
H 0.50 -0.19 -1.25
O 2.64 0.73 -0.64
C -2.09 -0.35 -0.53
H 1.92 0.69 1.17
N 1.55 1.01 0.27
H -1.83 -1.00 -1.36
H -2.43 -0.93 0.33
H 2.73 1.54 -1.16
H 0.13 -1.31 1.62
C 0.29 -0.12 -0.18
C -0.84 0.71 0.10
H -2.84 0.35 -0.86
C 0.44 -1.43 0.58
H -0.15 -2.22 0.12
N -1.15 1.84 0.49
*
```

Atom charges from the Mulliken analysis, given in e for atoms 1 to 6: H 0.417; H 0.305; H 0.241; O -0.438; C -1.175; H 0.228

Record 4
ORCA calculation (ωB97M-V/def2-TZVPD) on C16H45KNO7 as an isolated structure in a non-equilibrium geometry.

Highest occupied orbital energy in hartree: -0.444
Gap between HOMO and LUMO in eV: 8.912

Structure (ORCA input):
```
! RIJCOSX wB97M-V def2-TZVPD def2/J DEFGRID3
* xyz 1 1
C 2.13 0.66 -3.61
H 0.23 -0.36 -3.83
H 2.21 0.94 -4.66
H 0.36 -1.50 -2.12
O 2.86 0.30 1.00
H -1.15 3.98 0.93
H -4.03 -0.30 -2.32
H 1.28 4.38 -2.76
O 0.95 -3.36 0.49
C 0.28 1.13 3.52
H 4.95 1.73 0.36
H 2.26 -4.84 -0.14
H 0.62 -1.22 4.83
H 2.23 0.79 -0.78
H 3.65 2.72 0.18
H 0.30 -3.26 -0.21
H -1.68 1.77 2.74
H -1.41 -2.97 2.12
H -2.51 -3.89 1.15
H 3.64 -0.05 1.45
C 3.20 0.62 -0.32
H -3.80 2.25 -1.51
H -0.39 -2.18 3.82
H -3.02 0.28 -3.63
H 0.79 2.83 1.50
H -1.02 3.74 -1.57
H -4.90 1.84 -2.82
C 4.08 1.84 -0.29
H -0.53 -5.56 1.06
C -2.44 -2.98 1.74
N -0.02 2.24 1.37
H -3.35 2.57 -3.18
H 3.12 0.47 -3.20
C 1.17 5.09 -1.94
H -1.83 2.50 0.29
H 0.32 5.70 -2.24
H 4.44 2.09 -1.28
H -1.84 -0.53 -1.67
C 1.25 -0.56 -3.53
C 0.35 -1.38 3.79
O -0.26 -0.22 3.20
H -0.59 3.03 3.26
H -2.98 -2.15 3.61
H 1.22 -1.67 3.20
O 0.77 4.44 -0.73
H -0.24 -5.62 -0.68
O -2.61 -1.88 0.90
H 0.12 1.36 4.57
C -3.85 1.85 -2.53
C -3.30 -2.99 3.00
H 1.66 -1.33 -4.17
H -4.35 -2.92 2.74
C -3.28 0.45 -2.58
C -0.89 3.03 0.45
H 0.19 2.52 -1.39
H 1.82 -4.90 1.50
C -0.64 2.10 2.70
O 1.15 -0.97 -2.21
H 2.10 5.64 -1.82
H 0.51 -6.75 0.41
H 1.33 1.19 3.24
H 3.70 -0.26 -0.73
H 1.78 1.50 -3.01
C 1.39 -4.72 0.51
H -2.28 -2.05 0.02
C 0.23 -5.70 0.30
H -3.17 -3.91 3.58
K 0.11 -0.39 0.48
O -2.13 0.39 -1.67
C -0.24 3.39 -0.89
*
```

Atom charges from the Mulliken analysis, given in e for atoms 1 to 6: C -0.735; H 0.295; H 0.437; H 0.110; O -0.324; H 0.418

Record 5
ORCA calculation (ωB97M-V/def2-TZVPD) on C20H21F2N2ReSSi as an isolated structure.

Highest occupied orbital energy (alpha / beta) in hartree: -0.415 / -0.423
Gap between HOMO and LUMO (alpha / beta) in eV: 6.933 / 7.187

Structure (ORCA input):
```
! RIJCOSX wB97M-V def2-TZVPD def2/J DEFGRID3
* xyz 1 2
C 0.28 -1.93 2.74
C 3.71 -0.73 -1.77
C 1.53 0.16 -1.32
H 5.23 0.66 -2.40
C 1.23 3.88 -1.98
C 1.99 1.45 -1.67
C -2.27 -1.85 -0.94
C 1.01 2.55 -1.64
H 0.31 -2.34 3.76
H -1.97 4.96 -1.75
H -2.23 2.58 -1.08
S -2.67 -0.14 -1.07
C -2.51 -0.67 2.65
C 0.17 4.76 -2.02
H 2.08 -1.93 -1.16
F 3.82 2.79 -2.37
H -0.72 1.66 4.19
C -3.02 -2.97 -1.25
H -0.58 0.18 5.14
H 0.66 -3.14 -0.18
C -0.16 0.75 1.25
C -1.26 2.99 -1.36
H -2.88 -0.96 3.64
N -0.23 2.13 -1.29
H -2.77 -1.46 1.95
H 0.83 0.82 4.29
C -1.07 -4.30 -0.77
Re -0.41 0.13 -0.61
H 2.23 4.21 -2.24
C 4.20 0.52 -2.10
C -1.11 4.31 -1.72
C 3.32 1.58 -2.04
H -4.05 -2.87 -1.58
C -2.40 -4.21 -1.15
H -2.96 -5.11 -1.37
H 1.31 -1.76 2.44
C -0.25 0.67 4.22
H 0.34 5.79 -2.29
H -0.16 -2.69 2.10
H 0.91 0.99 1.35
H -0.72 1.69 1.30
C 2.39 -0.93 -1.40
H -3.07 0.23 2.35
F 4.54 -1.77 -1.83
H -0.57 -5.25 -0.68
C -0.38 -3.14 -0.49
Si -0.69 -0.34 2.73
N -0.98 -1.94 -0.56
*
```

Atom charges from the Mulliken analysis, given in e for atoms 1 to 6: C -1.023; C 0.265; C 0.512; H 0.516; C -0.796; C -0.183

Record 6
ORCA calculation (ωB97M-V/def2-TZVPD) on C8H8F3O4PdS2SbSe4 as an isolated structure.

Highest occupied orbital energy in hartree: -0.076
Gap between HOMO and LUMO in eV: 6.512

Structure (ORCA input):
```
! RIJCOSX wB97M-V def2-TZVPD def2/J DEFGRID3
* xyz -2 1
F -2.27 5.16 -0.01
Se 2.22 1.62 5.61
Sb 1.53 0.32 3.70
S 1.24 -1.14 -2.01
C 0.11 -1.88 0.42
S -0.93 3.35 -1.38
C -2.09 -2.85 0.57
C -0.02 -1.86 -0.96
C -0.94 -2.38 1.19
H 2.81 -1.44 -0.23
C -1.17 -2.32 -1.59
F -0.16 5.11 0.45
O -1.62 3.57 -2.63
H 3.53 -1.64 -1.85
H 2.53 -2.96 -1.16
Pd 0.21 1.79 0.69
O -1.60 2.44 -0.45
C -2.20 -2.82 -0.82
H -3.11 -3.18 -1.30
C 2.68 -1.88 -1.22
H -2.90 -3.23 1.17
O 1.07 -1.80 -3.34
Se 2.37 1.20 1.48
Se 1.87 -2.07 3.80
H -1.22 -2.29 -2.67
C -1.05 4.98 -0.54
O 0.51 3.08 -1.43
H -0.83 -2.40 2.26
H 0.99 -1.51 0.92
F -0.84 5.99 -1.40
Se -0.72 1.04 2.75
*
```

Atom charges from the Mulliken analysis, given in e for atoms 1 to 6: F -0.256; Se -0.707; Sb 0.746; S 0.662; C 0.098; S 1.363

Record 7
ORCA calculation (ωB97M-V/def2-TZVPD) on C21H35FP2Ru as an isolated structure in a non-equilibrium geometry.

Highest occupied orbital energy (alpha / beta) in hartree: -0.437 / -0.536
Gap between HOMO and LUMO (alpha / beta) in eV: 6.646 / 5.617

Structure (ORCA input):
```
! RIJCOSX wB97M-V def2-TZVPD def2/J DEFGRID3
* xyz 2 5
C -1.24 1.52 3.42
H 1.75 -0.06 -0.60
C -1.52 2.86 0.61
C 0.84 0.04 -4.60
H -0.95 -2.49 3.25
C 0.81 0.38 -0.16
H 0.57 -1.57 3.35
H 2.36 -1.45 -4.21
Ru 0.07 -0.53 -1.96
H -1.94 -3.36 0.61
H 1.98 1.41 5.63
H 1.89 4.49 1.75
H -2.14 1.46 2.81
C 0.79 4.54 1.67
P 0.25 -2.53 1.19
H 0.13 0.06 -5.44
C -2.08 0.07 -3.79
C 1.27 -1.43 -4.30
H -0.91 -4.67 1.28
H 2.15 1.94 3.21
H -2.32 1.00 5.22
H -3.07 0.17 -3.28
H -0.69 -4.12 -0.43
C -1.05 0.75 -2.94
F -0.29 0.97 6.90
H 1.74 0.57 -4.95
H 0.53 5.23 0.85
C 1.17 1.78 3.66
C -0.93 -3.80 0.60
H -1.37 1.61 -2.36
C 0.34 0.78 -3.39
H 1.00 -2.05 -5.17
C 1.07 1.47 5.01
H 0.59 -0.17 0.79
H 1.15 -2.86 -2.60
H 0.62 -3.38 3.40
H 2.66 -2.56 1.10
C -1.75 -1.44 -3.98
C 1.02 1.89 0.06
H 1.98 -3.52 -0.24
C -0.80 -2.02 -2.94
C 0.11 -2.50 2.99
H 0.86 2.39 -0.90
H -2.69 -2.02 -3.93
H -1.44 3.09 -0.46
H 0.40 4.95 2.61
P 0.09 2.92 1.37
H 2.08 2.06 0.35
H -1.94 1.85 0.72
H -1.28 -2.82 -2.33
C -0.19 1.24 5.55
H 2.00 -4.19 1.43
C 0.63 -2.03 -3.09
H -2.19 3.57 1.09
C -0.01 1.94 2.88
H -2.19 0.55 -4.76
H -1.32 -1.62 -4.98
H 0.84 1.72 -3.15
C -1.35 1.23 4.78
C 1.88 -3.28 0.83
*
```

Atom charges from the Mulliken analysis, given in e for atoms 1 to 6: C -0.029; H 0.442; C -1.443; C -1.050; H 0.385; C -0.488

Record 8
ORCA calculation (ωB97M-V/def2-TZVPD) on one molecule with the formula C2H5N3OS in a non-equilibrium geometry.

SMILES: O/N=C\N/C=N\S
Highest occupied orbital energy in hartree: -0.315
Gap between HOMO and LUMO in eV: 8.994

Structure (ORCA input):
```
! RIJCOSX wB97M-V def2-TZVPD def2/J DEFGRID3
* xyz 0 1
H 0.89 -0.37 1.47
S -2.11 -1.17 -0.11
H 1.04 -0.47 -1.92
H -1.08 -1.08 -1.11
C 0.86 -0.32 -0.87
H 1.03 1.69 -0.38
N 1.35 -1.19 -0.14
O 1.25 -1.20 1.21
C -0.86 1.01 0.45
N 0.30 0.90 -0.36
H -0.83 1.95 1.09
N -1.83 0.24 0.66
*
```

Atom charges from the Mulliken analysis, given in e for atoms 1 to 6: H 0.334; S -0.079; H 0.459; H 0.147; C -0.350; H 0.269